Record 1
The following is a DFT calculation (ωB97M-V/def2-TZVPD) of a molecular structure, C2HCeO2 in a non-equilibrium geometry.

Geometry as ORCA input:
```
! wB97M-V def2-TZVPD RIJCOSX def2/J DEFGRID3
* xyz 2 2
O -1.22 3.22 -1.43
C -0.86 2.26 -0.98
O 0.57 -2.04 1.21
C 1.37 -2.98 1.52
Ce 0.05 -0.12 0.14
H 2.43 -2.58 1.47
*
```

Properties
Electronic energy ... -19090.39256 eV
LUMO (spin up / spin down) ... -0.39696 / -0.39351 hartree
Highest occupied orbital energy (spin up / spin down) ... -16.308 / -15.993 eV
⟨S²⟩ ... 0.772

=====

Record 2
The following is a DFT calculation (ωB97M-V/def2-TZVPD) of 6 unconnected molecules or ions with the total composition C2H14O5 in a non-equilibrium geometry.

Geometry as ORCA input:
```
! wB97M-V def2-TZVPD RIJCOSX def2/J DEFGRID3
* xyz 0 1
C -0.66 -1.36 -2.32
C -1.71 -1.73 -1.60
H -0.02 -0.47 -2.18
H -0.20 -2.01 -3.08
H -2.10 -1.14 -0.77
H -2.24 -2.71 -1.84
H 2.07 0.52 -1.22
H 1.28 1.28 -2.29
O 1.35 1.16 -1.34
H 3.87 -1.41 -0.42
H 2.45 -1.59 -0.67
O 3.11 -0.89 -0.72
H -2.65 0.12 1.91
H -4.01 -0.05 1.57
O -3.23 0.36 1.17
H 1.13 2.54 4.37
H 0.94 1.77 2.99
O 1.17 1.70 3.92
H 0.48 1.25 0.39
H -0.97 1.33 0.92
O -0.04 1.33 1.21
*
```

Properties
Electronic energy ... -12537.72168 eV
LUMO ... 0.01505 hartree
SMILES ... C=C.O.O.O.O.O
Highest occupied orbital energy ... -10.148 eV
Relative energy (zero: lowest compared OMol25 entry of this formula, charge and spin) ... 33.1 kcal/mol